No. 1
C42H33BrN11O2Ti as an isolated structure. Source: the Open Molecules 2025 dataset; level of theory: ωB97M-V/def2-TZVPD.

Energy above the lowest of the compared OMol25 structures with the same formula, charge and spin = 31.4 kcal/mol
Frontier orbital gap (alpha / beta) = 4.643 / 7.215 eV
Lowest unoccupied orbital energy (alpha / beta) = -3.058 / -2.958 eV
HOMO (alpha / beta) = -7.7 / -10.2 eV
Net charge = +1
Expectation value of S² = 2.0784
2S+1 = 3

CARTESIAN COORDINATES (ANGSTROEM)
Ti 0.15 0.29 -0.40
Br 2.50 0.14 -7.25
C 1.75 0.50 -5.53
C 1.76 1.81 -5.05
C 1.23 2.08 -3.80
C 0.66 1.08 -3.00
O 0.20 1.36 -1.81
C 0.60 -0.25 -3.55
C -0.21 -1.23 -2.92
N -0.70 -1.00 -1.72
C -1.79 -1.62 -1.17
C -2.42 -2.78 -1.64
C -3.49 -3.32 -0.95
C -3.98 -2.71 0.19
C -3.42 -1.52 0.66
C -3.88 -0.84 1.81
C -3.25 0.32 2.20
C -2.17 0.80 1.47
N -1.68 0.17 0.39
C -2.30 -0.97 -0.01
C 1.18 -0.51 -4.80
H 2.15 2.61 -5.66
H 1.24 3.10 -3.43
H -0.54 -2.08 -3.52
H -2.07 -3.26 -2.54
H -3.94 -4.24 -1.30
H -4.82 -3.14 0.71
H -4.72 -1.24 2.36
H -3.58 0.86 3.07
H -1.69 1.73 1.76
H 1.15 -1.52 -5.20
C 5.28 1.97 -1.08
N 4.17 1.26 -0.48
C 2.97 1.11 -1.05
N 2.28 0.16 -0.43
C 3.14 -0.23 0.56
N 4.28 0.41 0.54
C 5.29 1.59 -2.54
C 5.42 2.53 -3.56
C 5.40 2.11 -4.89
C 5.22 0.78 -5.22
C 5.02 -0.15 -4.20
C 5.10 0.26 -2.87
C 4.74 -1.54 -4.45
N 5.05 -2.29 -5.47
N 4.64 -3.53 -5.19
C 4.07 -3.51 -4.02
O 4.09 -2.26 -3.49
C 3.51 -4.58 -3.22
C 4.18 -5.79 -3.06
C 3.68 -6.73 -2.18
C 2.54 -6.46 -1.44
C 1.85 -5.27 -1.61
C 0.55 -5.03 -0.88
N 0.46 -3.80 -0.11
C 1.03 -2.60 -0.26
N 0.53 -1.75 0.64
C -0.35 -2.51 1.33
N -0.41 -3.75 0.90
C 2.32 -4.34 -2.53
H 6.19 1.64 -0.58
H 5.16 3.05 -0.94
H 2.67 1.67 -1.92
H 2.92 -0.99 1.29
H 5.55 3.57 -3.33
H 5.50 2.85 -5.67
H 5.21 0.46 -6.24
H 5.01 -0.49 -2.09
H 5.08 -5.98 -3.63
H 4.18 -7.67 -2.06
H 2.18 -7.19 -0.73
H 0.36 -5.84 -0.17
H -0.28 -5.03 -1.60
H 1.82 -2.38 -0.95
H -0.93 -2.17 2.16
H 1.77 -3.44 -2.75
C 2.80 4.40 3.49
C 2.06 3.46 2.59
C 1.67 3.83 1.30
C 1.00 2.93 0.50
N 0.70 1.68 0.89
C 1.03 1.34 2.15
C 1.70 2.18 3.01
H 3.53 4.97 2.92
H 3.30 3.85 4.28
H 2.11 5.10 3.95
H 1.89 4.82 0.94
H 0.69 3.21 -0.50
H 0.74 0.34 2.47
H 1.94 1.86 4.01



No. 2
C42H33Co2NO5PS as an isolated structure. Source: the Open Molecules 2025 dataset; level of theory: ωB97M-V/def2-TZVPD.

Energy above the lowest of the compared OMol25 structures with the same formula, charge and spin = 0.0 kcal/mol
Frontier orbital gap = 4.128 eV
Lowest unoccupied orbital energy = 1.665 eV
HOMO = -2.5 eV
Net charge = -1
2S+1 = 1

CARTESIAN COORDINATES (ANGSTROEM)
C 3.43 0.11 2.33
S 2.80 -0.51 0.73
C 4.16 -1.66 0.28
C 1.54 -1.57 1.18
C 0.18 -1.41 0.85
C -0.71 -2.54 0.94
C -2.07 -2.37 0.75
C -2.61 -1.11 0.47
C -4.03 -0.92 0.44
N -5.19 -0.77 0.46
C -1.74 -0.02 0.28
C -0.37 -0.16 0.42
H 2.63 0.70 2.80
H 3.69 -0.76 2.95
H 4.31 0.73 2.11
H 3.94 -2.06 -0.72
H 5.09 -1.07 0.26
H 4.22 -2.46 1.03
H 1.90 -2.49 1.64
H -0.28 -3.52 1.14
H -2.75 -3.23 0.84
H -2.16 0.96 0.02
H 0.30 0.67 0.21
O 3.92 4.53 8.63
C 3.11 3.71 8.51
Co 1.99 2.37 8.44
C 2.39 1.67 6.88
O 2.80 1.25 5.88
C 3.15 1.69 9.59
O 4.01 1.43 10.32
C 0.50 2.83 9.27
C 0.37 2.95 7.85
C -0.28 3.71 6.90
C 0.25 3.90 5.58
C 0.57 5.19 5.09
C 1.27 5.32 3.90
C 1.57 4.19 3.13
C 1.14 2.92 3.54
C 0.48 2.78 4.75
Co -0.12 1.26 8.57
C 0.00 0.18 7.20
O 0.03 -0.61 6.34
C -1.77 1.39 9.14
O -2.82 1.49 9.62
P 0.62 -0.07 10.05
C 1.98 -1.27 9.81
C 2.18 -2.30 10.75
C 3.23 -3.21 10.58
C 4.04 -3.14 9.44
C 3.78 -2.18 8.46
C 2.77 -1.24 8.66
C 0.99 0.69 11.68
C 2.12 0.37 12.44
C 2.38 1.05 13.64
C 1.46 1.99 14.12
C 0.32 2.30 13.38
C 0.09 1.65 12.16
C -0.71 -1.25 10.51
C -1.20 -1.38 11.81
C -2.24 -2.29 12.08
C -2.75 -3.10 11.06
C -2.25 -2.98 9.76
C -1.23 -2.06 9.48
H 0.17 3.48 10.06
H -1.15 4.28 7.24
H 0.31 6.07 5.70
H 1.57 6.31 3.54
H 2.12 4.28 2.19
H 1.29 2.04 2.91
H 0.07 1.82 5.07
H 1.52 -2.38 11.61
H 3.40 -3.97 11.34
H 4.86 -3.84 9.31
H 4.37 -2.15 7.54
H 2.57 -0.47 7.90
H 2.78 -0.44 12.14
H 3.29 0.82 14.20
H 1.64 2.48 15.07
H -0.41 3.03 13.73
H -0.80 1.90 11.57
H -0.78 -0.78 12.62
H -2.63 -2.36 13.10
H -3.53 -3.83 11.28
H -2.64 -3.60 8.95
H -0.84 -1.97 8.47



No. 3
C42H33HgNOP2 as an isolated structure. Source: the Open Molecules 2025 dataset; level of theory: ωB97M-V/def2-TZVPD.

Energy above the lowest of the compared OMol25 structures with the same formula, charge and spin = 8.6 kcal/mol
Frontier orbital gap (alpha / beta) = 5.185 / 4.810 eV
Lowest unoccupied orbital energy (alpha / beta) = 2.375 / 2.373 eV
HOMO (alpha / beta) = -2.8 / -2.4 eV
Net charge = -1
Expectation value of S² = 0.7637
2S+1 = 2

CARTESIAN COORDINATES (ANGSTROEM)
Hg 1.01 -1.00 1.67
O -3.07 0.07 -0.55
C -3.47 -0.94 -1.41
C -4.62 -0.86 -2.19
C -4.97 -1.92 -3.00
C -4.19 -3.06 -3.05
C -3.01 -3.12 -2.32
C -2.62 -2.08 -1.49
P -1.00 -2.00 -0.57
C 0.14 -2.37 -1.97
C 0.90 -1.30 -2.44
C 1.74 -1.47 -3.53
C 1.83 -2.70 -4.16
C 1.10 -3.77 -3.68
C 0.26 -3.61 -2.59
C -1.06 -3.62 0.27
C -2.26 -4.13 0.78
C -2.27 -5.29 1.54
C -1.09 -5.97 1.79
C 0.11 -5.47 1.29
C 0.13 -4.30 0.56
C -3.74 1.27 -0.52
C -5.09 1.35 -0.20
C -5.75 2.57 -0.26
C -5.06 3.71 -0.64
C -3.69 3.64 -0.88
C -3.01 2.44 -0.81
P -1.16 2.29 -0.90
C -0.80 3.86 0.01
C -0.74 3.74 1.39
C -0.51 4.85 2.19
C -0.34 6.10 1.61
C -0.40 6.23 0.23
C -0.63 5.12 -0.57
C -0.84 2.74 -2.64
C 0.41 3.24 -3.00
C 0.71 3.49 -4.33
C -0.22 3.22 -5.32
C -1.45 2.67 -4.98
C -1.76 2.43 -3.65
H -5.23 0.03 -2.19
H -5.88 -1.86 -3.59
H -4.49 -3.89 -3.67
H -2.39 -4.00 -2.39
H 0.84 -0.35 -1.94
H 2.34 -0.63 -3.88
H 2.49 -2.83 -5.01
H 1.18 -4.75 -4.15
H -0.29 -4.47 -2.20
H -3.18 -3.60 0.59
H -3.20 -5.67 1.93
H -1.10 -6.88 2.37
H 1.04 -6.00 1.49
H 1.07 -3.89 0.20
H -5.63 0.46 0.11
H -6.80 2.62 -0.01
H -5.58 4.65 -0.73
H -3.15 4.54 -1.14
H -0.85 2.76 1.85
H -0.44 4.74 3.27
H -0.16 6.97 2.23
H -0.27 7.20 -0.23
H -0.65 5.23 -1.64
H 1.16 3.42 -2.24
H 1.69 3.89 -4.59
H 0.01 3.42 -6.36
H -2.17 2.44 -5.75
H -2.72 1.99 -3.39
N 2.87 -0.57 0.06
C 3.54 0.55 0.08
C 4.61 0.79 -0.87
C 5.31 1.98 -0.90
C 5.02 3.03 -0.03
C 4.01 2.83 0.91
C 3.30 1.65 0.98
H 4.84 -0.01 -1.57
H 6.10 2.09 -1.63
H 5.58 3.95 -0.07
H 3.76 3.63 1.61
H 2.54 1.52 1.74



No. 4
C42H34BiF3N3O3PSTe as an isolated structure. Source: the Open Molecules 2025 dataset; level of theory: ωB97M-V/def2-TZVPD.

Energy above the lowest of the compared OMol25 structures with the same formula, charge and spin = 16.3 kcal/mol
Frontier orbital gap = 5.224 eV
Lowest unoccupied orbital energy = 3.782 eV
HOMO = -1.4 eV
Net charge = -2
2S+1 = 1

CARTESIAN COORDINATES (ANGSTROEM)
Bi -0.48 -1.05 1.04
C -3.46 -1.42 -2.31
C -4.07 -2.64 -2.02
C -3.67 -3.38 -0.94
C -2.63 -2.92 -0.11
C -1.98 -1.73 -0.44
C -2.41 -0.99 -1.53
C -2.20 -3.63 1.08
C -2.72 -4.86 1.48
C -2.23 -5.51 2.59
C -1.16 -4.93 3.31
C -0.57 -5.55 4.42
C 0.45 -4.93 5.12
C 0.88 -3.67 4.73
C 0.32 -3.04 3.64
C -0.69 -3.65 2.90
N -1.19 -3.05 1.79
H -3.81 -0.81 -3.14
H -4.88 -2.99 -2.65
H -4.18 -4.31 -0.72
H -1.93 -0.04 -1.74
H -3.55 -5.28 0.94
H -2.65 -6.44 2.92
H -0.92 -6.53 4.70
H 0.90 -5.43 5.96
H 1.67 -3.18 5.28
H 0.67 -2.06 3.36
C -0.10 -2.49 -3.45
C 0.84 -1.54 -4.19
C 0.05 -0.39 -4.82
C 1.93 -1.01 -3.24
C 3.20 -0.53 -4.01
O 3.28 0.86 -3.72
C 2.25 1.13 -2.86
N 1.50 0.17 -2.54
C 2.04 2.53 -2.52
C 2.18 3.46 -3.55
C 1.90 4.79 -3.35
C 1.51 5.21 -2.08
C 1.39 4.29 -1.06
C 1.63 2.93 -1.25
P 1.42 1.71 0.23
C 2.84 2.55 1.05
C 4.04 1.87 0.86
C 5.21 2.27 1.47
C 5.20 3.37 2.31
C 4.02 4.08 2.50
C 2.85 3.68 1.86
C -0.18 2.51 0.61
C -1.07 2.46 -0.46
C -2.32 3.04 -0.37
C -2.69 3.69 0.79
C -1.82 3.72 1.87
C -0.58 3.11 1.79
H -0.91 -2.80 -4.10
H -0.52 -1.99 -2.59
H 0.44 -3.37 -3.11
H 1.34 -2.10 -4.99
H -0.34 0.24 -4.03
H -0.79 -0.77 -5.41
H 0.68 0.21 -5.47
H 2.17 -1.79 -2.50
H 3.12 -0.67 -5.09
H 4.11 -1.03 -3.65
H 2.47 3.10 -4.53
H 1.99 5.50 -4.16
H 1.30 6.26 -1.90
H 1.08 4.64 -0.08
H 4.03 0.98 0.23
H 6.12 1.72 1.31
H 6.10 3.67 2.83
H 4.01 4.94 3.15
H 1.94 4.24 2.04
H -0.76 1.96 -1.37
H -3.02 2.96 -1.19
H -3.67 4.14 0.87
H -2.13 4.20 2.79
H 0.07 3.08 2.65
S 2.53 0.80 4.75
C 1.87 0.84 3.30
N 1.37 0.87 2.24
Te 1.29 -2.86 0.10
F -5.14 -0.09 3.79
C -4.41 -0.50 2.72
F -5.15 -1.49 2.14
F -3.34 -1.13 3.25
C -4.04 0.70 1.69
O -4.87 1.59 1.66
O -2.98 0.51 1.11



No. 5
C42H34BrN5O2RuTe as an isolated structure. Source: the Open Molecules 2025 dataset; level of theory: ωB97M-V/def2-TZVPD.

Energy above the lowest of the compared OMol25 structures with the same formula, charge and spin = 0.0 kcal/mol
Frontier orbital gap (alpha / beta) = 6.678 / 6.060 eV
Lowest unoccupied orbital energy (alpha / beta) = -2.969 / -4.149 eV
HOMO (alpha / beta) = -9.6 / -10.2 eV
Net charge = +1
Expectation value of S² = 8.8051
2S+1 = 6

CARTESIAN COORDINATES (ANGSTROEM)
Ru 8.89 10.86 15.29
O 10.42 7.29 12.81
C 11.73 7.54 12.54
C 12.33 6.71 11.61
C 13.65 6.87 11.24
C 14.41 7.85 11.88
C 13.82 8.66 12.83
C 12.46 8.54 13.18
C 11.79 9.48 14.19
O 10.82 10.32 13.67
N 11.08 8.62 15.21
N 10.38 9.29 16.14
C 10.31 8.66 17.34
C 9.96 9.27 18.46
Br 7.14 10.77 17.15
C 9.77 9.83 19.61
C 10.84 10.41 20.46
C 10.57 10.72 21.79
C 11.60 11.10 22.65
C 12.90 11.23 22.19
C 13.16 10.97 20.86
C 12.15 10.58 20.00
H 10.07 7.93 13.44
H 11.70 5.93 11.17
H 14.12 6.25 10.47
H 15.46 7.97 11.66
H 14.43 9.41 13.32
H 12.60 9.99 14.72
H 11.62 7.84 15.54
H 10.63 7.61 17.41
H 8.74 9.87 20.01
H 9.56 10.56 22.16
H 11.39 11.35 23.68
H 13.69 11.55 22.86
H 14.16 11.09 20.49
H 12.38 10.29 18.97
C 7.15 7.26 13.49
C 7.75 8.13 14.40
N 7.91 9.42 14.15
C 7.41 9.99 13.03
C 6.82 9.17 12.03
C 6.71 7.79 12.29
C 6.33 9.75 10.86
C 6.39 11.11 10.73
C 6.97 11.93 11.72
C 7.48 11.38 12.89
N 8.07 12.03 13.97
C 8.24 13.39 14.16
C 7.58 14.43 13.54
C 7.82 15.75 13.95
C 8.74 16.09 14.90
C 9.37 15.04 15.60
C 10.29 15.24 16.64
C 10.88 14.18 17.29
C 10.54 12.89 16.89
N 9.72 12.67 15.88
C 9.12 13.71 15.21
H 7.08 6.21 13.72
H 8.16 7.74 15.33
H 6.28 7.14 11.52
H 5.89 9.15 10.06
H 6.02 11.58 9.83
H 7.03 12.99 11.55
H 6.81 14.21 12.84
H 7.29 16.54 13.45
H 8.90 17.13 15.12
H 10.49 16.27 16.91
H 11.60 14.32 18.08
H 10.93 11.98 17.37
C 11.98 11.64 11.21
Te 11.51 12.53 13.07
C 13.49 13.31 12.92
C 13.95 13.11 11.52
C 15.11 13.72 11.06
C 15.56 13.50 9.76
C 14.80 12.71 8.90
C 13.66 12.09 9.35
C 13.21 12.32 10.66
H 11.10 11.70 10.55
H 12.13 10.57 11.42
H 14.16 12.84 13.62
H 13.45 14.36 13.15
H 15.68 14.37 11.71
H 16.47 13.96 9.38
H 15.16 12.50 7.88
H 13.10 11.46 8.67



Copy entry 1 word for word.
C42H33BrN11O2Ti as an isolated structure. Source: the Open Molecules 2025 dataset; level of theory: ωB97M-V/def2-TZVPD.

Energy above the lowest of the compared OMol25 structures with the same formula, charge and spin = 31.4 kcal/mol
Frontier orbital gap (alpha / beta) = 4.643 / 7.215 eV
Lowest unoccupied orbital energy (alpha / beta) = -3.058 / -2.958 eV
HOMO (alpha / beta) = -7.7 / -10.2 eV
Net charge = +1
Expectation value of S² = 2.0784
2S+1 = 3

CARTESIAN COORDINATES (ANGSTROEM)
Ti 0.15 0.29 -0.40
Br 2.50 0.14 -7.25
C 1.75 0.50 -5.53
C 1.76 1.81 -5.05
C 1.23 2.08 -3.80
C 0.66 1.08 -3.00
O 0.20 1.36 -1.81
C 0.60 -0.25 -3.55
C -0.21 -1.23 -2.92
N -0.70 -1.00 -1.72
C -1.79 -1.62 -1.17
C -2.42 -2.78 -1.64
C -3.49 -3.32 -0.95
C -3.98 -2.71 0.19
C -3.42 -1.52 0.66
C -3.88 -0.84 1.81
C -3.25 0.32 2.20
C -2.17 0.80 1.47
N -1.68 0.17 0.39
C -2.30 -0.97 -0.01
C 1.18 -0.51 -4.80
H 2.15 2.61 -5.66
H 1.24 3.10 -3.43
H -0.54 -2.08 -3.52
H -2.07 -3.26 -2.54
H -3.94 -4.24 -1.30
H -4.82 -3.14 0.71
H -4.72 -1.24 2.36
H -3.58 0.86 3.07
H -1.69 1.73 1.76
H 1.15 -1.52 -5.20
C 5.28 1.97 -1.08
N 4.17 1.26 -0.48
C 2.97 1.11 -1.05
N 2.28 0.16 -0.43
C 3.14 -0.23 0.56
N 4.28 0.41 0.54
C 5.29 1.59 -2.54
C 5.42 2.53 -3.56
C 5.40 2.11 -4.89
C 5.22 0.78 -5.22
C 5.02 -0.15 -4.20
C 5.10 0.26 -2.87
C 4.74 -1.54 -4.45
N 5.05 -2.29 -5.47
N 4.64 -3.53 -5.19
C 4.07 -3.51 -4.02
O 4.09 -2.26 -3.49
C 3.51 -4.58 -3.22
C 4.18 -5.79 -3.06
C 3.68 -6.73 -2.18
C 2.54 -6.46 -1.44
C 1.85 -5.27 -1.61
C 0.55 -5.03 -0.88
N 0.46 -3.80 -0.11
C 1.03 -2.60 -0.26
N 0.53 -1.75 0.64
C -0.35 -2.51 1.33
N -0.41 -3.75 0.90
C 2.32 -4.34 -2.53
H 6.19 1.64 -0.58
H 5.16 3.05 -0.94
H 2.67 1.67 -1.92
H 2.92 -0.99 1.29
H 5.55 3.57 -3.33
H 5.50 2.85 -5.67
H 5.21 0.46 -6.24
H 5.01 -0.49 -2.09
H 5.08 -5.98 -3.63
H 4.18 -7.67 -2.06
H 2.18 -7.19 -0.73
H 0.36 -5.84 -0.17
H -0.28 -5.03 -1.60
H 1.82 -2.38 -0.95
H -0.93 -2.17 2.16
H 1.77 -3.44 -2.75
C 2.80 4.40 3.49
C 2.06 3.46 2.59
C 1.67 3.83 1.30
C 1.00 2.93 0.50
N 0.70 1.68 0.89
C 1.03 1.34 2.15
C 1.70 2.18 3.01
H 3.53 4.97 2.92
H 3.30 3.85 4.28
H 2.11 5.10 3.95
H 1.89 4.82 0.94
H 0.69 3.21 -0.50
H 0.74 0.34 2.47
H 1.94 1.86 4.01